Entry 1:
{
  "formula": "CH3F2N2P",
  "method": "ωB97M-V with the def2-TZVPD basis set",
  "species": ["C", "N", "N", "F", "F", "P", "H", "H", "H"],
  "positions_angstrom": [[1.35756, 0.24997, 0.18300], [2.18428, -0.16331, -0.64144], [-3.20974, -1.16926, -0.60791], [-0.59273, -0.54124, 1.62660], [-0.99760, 1.14343, -0.04794], [-0.37504, -0.33491, 0.02616], [1.73775, 0.82198, 0.98245], [3.20014, 0.16054, -0.62317], [-3.30463, -0.16720, -0.89775]],
  "total_energy_ha": -690.39467,
  "charge": 0,
  "molar_mass_da": 112.02,
  "relative_energy_kcal_mol": 0.0,
  "spin_multiplicity": 3,
  "s2": 2.0071,
  "orbital_gap_ha": [0.3723, 0.3345],
  "e_homo_ev": [-9.76, -9.86]
}

***

Entry 2:
{
  "formula": "C15H32As2N2O5Y",
  "method": "ωB97M-V with the def2-TZVPD basis set",
  "species": ["O", "H", "Y", "N", "N", "O", "O", "C", "C", "C", "C", "H", "H", "H", "H", "H", "H", "H", "H", "O", "H", "H", "C", "H", "H", "H", "O", "H", "H", "C", "As", "C", "C", "C", "C", "C", "C", "C", "As", "C", "C", "H", "H", "H", "H", "H", "H", "H", "H", "H", "H", "H", "H", "H", "H", "H", "H"],
  "positions_angstrom": [[3.68773, 2.18951, -2.68794], [3.99789, 2.64037, -3.48503], [-0.16439, 0.13866, -0.67650], [-2.23641, -0.54895, -1.71528], [0.08701, -0.54726, -2.77035], [-3.57004, -0.54829, -1.18914], [1.43490, -0.59963, -3.30222], [-2.18549, -0.95976, -2.97045], [-0.88439, -1.01736, -3.52058], [-3.38574, -1.37836, -3.69631], [-0.61590, -1.53834, -4.86044], [-4.30636, -0.93956, -3.31403], [-3.52552, -2.46362, -3.69435], [-3.32966, -1.11443, -4.75217], [0.41243, -1.86427, -4.96033], [-0.79906, -0.80436, -5.63970], [-1.24321, -2.38591, -5.10757], [-3.51539, -0.29223, -0.24760], [1.99692, 0.02829, -2.79292], [-0.26337, -2.10757, -0.33159], [-1.13968, -2.28255, -0.75925], [0.38525, -2.41774, -0.99509], [2.39795, 2.75498, -2.34756], [2.23333, 2.53297, -1.26144], [1.58642, 2.27025, -2.95012], [2.32841, 3.85679, -2.48675], [-1.37610, 2.06803, -0.96746], [-2.06957, 1.60290, -1.49754], [-1.78712, 2.21905, -0.08209], [1.40214, 2.53795, 1.73298], [1.87638, 0.86253, 0.89208], [3.78689, 1.18357, 0.82644], [1.41374, -0.25483, 2.46653], [2.51195, -0.79158, 3.12671], [2.29530, -1.50454, 4.32765], [1.00964, -1.69968, 4.80321], [-0.10942, -1.20897, 4.10006], [0.10063, -0.50050, 2.91753], [-1.52715, 0.03560, 1.92018], [-2.35065, -1.73724, 1.94690], [-2.34954, 1.02787, 3.38472], [1.57234, 3.33165, 1.00015], [2.08621, 2.63392, 2.58905], [0.36666, 2.52457, 2.06089], [4.11360, 1.46392, 1.83706], [4.27606, 0.26717, 0.48060], [3.96395, 1.99090, 0.09626], [3.50359, -0.62617, 2.71526], [3.15976, -1.87718, 4.87114], [0.83576, -2.23803, 5.73104], [-1.12304, -1.37332, 4.46283], [-2.67133, -1.97862, 2.96057], [-3.21056, -1.76017, 1.26351], [-1.59955, -2.46875, 1.61029], [-2.43020, 0.40653, 4.28661], [-1.71378, 1.89984, 3.59079], [-3.34022, 1.36197, 3.06073]],
  "total_energy_ha": -5585.96389,
  "charge": 1,
  "molar_mass_da": 559.18,
  "relative_energy_kcal_mol": 62.4,
  "orbital_gap_ha": [0.1660, 0.1546],
  "e_homo_ev": [-7.55, -7.32]
}

***

Entry 3:
{
  "formula": "C5H13N3O2Si",
  "method": "ωB97M-V with the def2-TZVPD basis set",
  "species": ["O", "O", "N", "C", "N", "N", "C", "C", "C", "C", "Si", "H", "H", "H", "H", "H", "H", "H", "H", "H", "H", "H", "H", "H"],
  "positions_angstrom": [[0.45910, -0.43434, 3.45270], [-2.09263, -0.15958, 0.61700], [0.63028, 0.49904, 2.67945], [-1.47291, 0.04735, 1.66138], [-2.06266, 0.08611, 2.89487], [-0.12510, 0.47347, 1.55974], [2.03154, 0.43433, -2.00766], [0.74473, -1.65199, -0.47254], [-0.99740, 0.16573, -2.15618], [0.35298, 1.26523, 0.43183], [0.43166, 0.11948, -0.99337], [-3.01516, -0.24063, 3.05217], [-1.45237, -0.04564, 3.68550], [2.31609, 1.38820, -2.37347], [1.83156, -0.11601, -3.03834], [2.91139, -0.03872, -1.53904], [1.79897, -1.99971, -0.14523], [0.04622, -1.93219, 0.34904], [0.49810, -2.19727, -1.38082], [-1.24259, 1.19714, -2.38882], [-1.82809, -0.28098, -1.65134], [-0.84522, -0.30347, -3.13123], [1.40846, 1.61713, 0.61228], [-0.32698, 2.10729, 0.28208]],
  "total_energy_ha": -802.50516,
  "charge": 0,
  "molar_mass_da": 175.26,
  "relative_energy_kcal_mol": 5.8,
  "orbital_gap_ha": 0.3490,
  "e_homo_ev": -9.75,
  "smiles": "C[Si](C)(C)CN(N=O)C(N)=O"
}

***

Entry 4:
{
  "formula": "C5H13N3",
  "method": "ωB97M-V with the def2-TZVPD basis set",
  "species": ["C", "C", "C", "N", "H", "H", "H", "H", "H", "H", "H", "C", "C", "N", "N", "H", "H", "H", "H", "H", "H"],
  "positions_angstrom": [[1.59310, -1.79861, 0.52090], [0.78273, 1.48083, -0.83392], [0.43887, 0.37146, 0.16067], [0.93277, -0.90201, -0.41924], [0.99004, 0.59056, 1.08485], [1.97346, -2.69042, 0.00870], [0.94579, -2.12651, 1.33866], [2.46679, -1.30074, 0.95695], [0.62189, 2.46803, -0.38720], [1.83884, 1.43457, -1.12506], [0.17507, 1.41805, -1.74316], [-1.86751, 1.60881, 0.53394], [-1.05386, 0.33685, 0.55532], [0.01906, -1.60183, -1.28278], [-1.63243, -0.73099, 1.02085], [-0.13045, -1.09327, -2.15752], [-0.91541, -1.73572, -0.88138], [-0.95207, -1.49879, 1.04568], [-2.93552, 1.37338, 0.57294], [-1.60568, 2.21302, 1.40655], [-1.68551, 2.18333, -0.37576]],
  "total_energy_ha": -362.51581,
  "charge": 0,
  "molar_mass_da": 115.18,
  "relative_energy_kcal_mol": 41.7,
  "orbital_gap_ha": 0.3536,
  "e_homo_ev": -8.73,
  "smiles": "[H]/N=C(/C)[C@H](C)N(C)N"
}